Entry 1:
{"formula": "C37H84N6O7Si", "method": "wB97M-V/def2-TZVPD", "charge": 0, "homo_energy_ha": -0.289, "smiles": "COC[Si@](CC(=O)OC(C)=O)(C[C@H](O)CN)N(C(C)=O)C(C)=O.CCN(CC)CC.CCN(CC)CC.CCN(CC)CC.CCN(CC)CC", "gap_ev": 8.3, "elements": ["H", "C", "H", "H", "C", "H", "H", "O", "O", "N", "H", "H", "H", "H", "C", "H", "H", "C", "C", "H", "C", "H", "C", "O", "C", "H", "H", "H", "C", "C", "O", "N", "H", "C", "N", "N", "H", "H", "C", "H", "H", "H", "H", "H", "H", "C", "H", "H", "C", "C", "H", "H", "C", "H", "O", "C", "C", "H", "C", "O", "H", "C", "H", "Si", "C", "H", "C", "H", "H", "H", "N", "H", "C", "H", "H", "C", "C", "C", "H", "C", "C", "H", "H", "H", "H", "C", "C", "H", "H", "H", "H", "H", "H", "H", "H", "H", "H", "H", "H", "C", "H", "H", "C", "H", "H", "C", "H", "H", "H", "H", "H", "H", "H", "C", "H", "H", "H", "H", "H", "H", "H", "C", "N", "H", "H", "O", "H", "H", "H", "H", "C", "H", "H", "H", "C"], "positions_angstrom": [[0.948, -4.156, 7.988], [-0.292, -2.362, 0.005], [0.067, 2.796, -1.729], [3.989, -2.454, -6.742], [3.426, -2.043, 6.536], [2.856, -3.169, -8.864], [2.821, 11.170, -0.729], [0.787, -0.130, 1.763], [2.258, -0.649, -0.868], [-5.078, -4.437, -2.979], [2.582, -1.543, -5.142], [2.090, 0.653, 7.705], [-7.469, -6.932, -3.076], [-7.049, -4.686, -2.409], [1.169, 10.803, 1.604], [0.131, -2.547, 6.139], [-4.681, -4.329, -5.021], [3.127, 10.175, -1.049], [1.157, -2.930, 6.184], [0.857, 1.833, 1.198], [-3.348, 0.751, 0.987], [3.937, 10.310, -1.770], [-1.139, 3.715, -0.228], [-2.068, 4.395, -0.416], [-4.147, -4.538, -4.091], [2.657, 0.427, -3.216], [-0.262, 6.087, 2.937], [1.306, 6.142, -0.665], [3.622, 9.319, 0.122], [-4.515, -4.655, -1.661], [-2.799, 0.236, 2.178], [2.631, 8.781, 1.038], [0.345, 10.412, 1.005], [2.802, -3.182, -3.783], [2.132, -3.232, -6.251], [-5.389, -0.510, 1.921], [2.227, -4.026, -3.402], [1.049, 0.243, 3.765], [2.030, 0.979, -2.519], [-5.477, 0.032, 2.770], [2.047, -4.836, 6.776], [0.733, 11.283, 2.483], [4.360, 9.888, 0.692], [2.295, 9.711, -1.581], [5.250, -2.835, 7.376], [2.114, -2.522, -4.982], [-3.633, -2.683, -1.510], [3.306, -0.234, 8.640], [-4.868, 0.272, 0.819], [2.131, 6.786, -0.356], [-4.189, -5.696, -1.514], [1.673, 11.584, 1.036], [1.492, -0.038, -1.517], [0.314, -4.888, 6.521], [-1.712, 3.555, 2.509], [-6.426, -6.607, -3.116], [-3.357, -5.842, -4.250], [2.991, 10.165, 2.552], [3.463, -3.411, -6.797], [-0.305, 4.009, 0.842], [0.922, 8.557, -0.204], [2.138, 9.703, 2.048], [2.816, 6.189, 0.247], [-0.786, 0.845, -0.332], [-0.839, 2.572, -1.157], [1.649, -5.679, -4.624], [1.580, -1.426, 8.044], [-3.089, 0.661, -1.110], [-0.851, -1.880, 0.811], [-3.382, 1.848, 0.995], [1.995, -1.875, 6.729], [1.044, -4.570, -7.399], [4.173, -2.986, 7.485], [-5.520, 1.123, 0.620], [-0.570, -0.388, 3.319], [1.247, -4.381, -6.340], [1.714, -5.699, -5.711], [-2.573, 0.251, -0.233], [3.977, -4.033, 7.261], [1.591, 7.966, 0.441], [-0.274, -1.627, -1.325], [0.274, -4.112, -5.921], [3.811, -3.522, -4.020], [0.734, -2.472, 0.361], [1.766, -2.183, 8.820], [0.098, 1.044, 1.332], [-6.368, -5.077, -3.173], [-4.852, -1.351, 2.073], [1.078, -2.296, -4.714], [-2.705, -0.834, -0.289], [-1.656, 2.559, -1.875], [4.188, 8.480, -0.294], [-2.464, -3.936, -1.956], [1.437, -3.104, 5.141], [1.238, 1.440, -3.108], [3.926, -2.803, 8.532], [-2.905, -6.171, -3.314], [1.789, 0.238, 9.394], [3.610, -2.356, 5.505], [-1.144, 5.789, 2.368], [1.641, 9.109, 2.823], [-5.987, -7.064, -4.002], [-1.099, 4.348, 1.950], [-3.181, 0.718, 2.920], [-6.791, -4.742, -4.124], [0.504, -0.451, 3.112], [4.477, -3.835, -8.649], [-2.546, -5.691, -4.966], [2.602, 1.728, -1.975], [1.070, -6.514, -6.052], [0.499, -1.260, 8.025], [4.060, -4.128, -6.213], [-4.904, -0.371, -0.064], [1.125, -4.274, 6.919], [-0.577, 1.407, 2.110], [3.894, -1.056, 6.607], [2.737, -5.955, -5.993], [2.651, 7.107, -1.260], [-3.060, -3.843, -0.308], [-0.710, -3.359, -0.100], [-3.425, -3.720, -4.002], [-3.349, -3.726, -1.355], [0.075, -0.232, -1.462], [0.970, 7.559, 1.243], [2.885, -2.461, -2.966], [-0.505, -2.216, -2.310], [-5.928, -7.007, -2.232], [3.073, -4.860, -8.380], [0.816, -1.469, 3.344], [-5.293, -4.466, -0.916], [3.458, -3.847, -8.256], [-1.186, 6.431, 1.485], [-2.041, 5.993, 2.942], [-3.975, -6.651, -4.639], [2.235, -0.117, 8.464]]}

***

Entry 2:
{"formula": "C37H85Br4N11O11", "method": "wB97M-V/def2-TZVPD", "charge": 0, "de_lowest_kcal_mol": 0.0, "homo_energy_ha": -0.316, "gap_ev": 8.6, "elements": ["Br", "H", "H", "C", "H", "H", "H", "H", "H", "N", "C", "H", "H", "H", "N", "H", "C", "C", "C", "H", "C", "C", "Br", "O", "C", "H", "C", "O", "H", "C", "C", "O", "Br", "H", "H", "H", "C", "H", "O", "H", "C", "H", "H", "H", "H", "N", "C", "H", "H", "O", "C", "O", "C", "H", "H", "N", "Br", "H", "H", "H", "H", "H", "H", "H", "C", "N", "C", "H", "H", "H", "H", "H", "C", "H", "N", "H", "H", "H", "H", "H", "H", "C", "H", "N", "H", "H", "O", "H", "H", "H", "H", "C", "C", "H", "H", "C", "H", "C", "C", "H", "C", "C", "O", "H", "C", "H", "N", "C", "H", "C", "O", "H", "H", "H", "H", "C", "H", "H", "H", "C", "O", "H", "H", "H", "H", "C", "N", "C", "H", "H", "C", "H", "C", "H", "N", "H", "N", "H", "H", "H", "H", "H", "O", "C", "H", "H", "H", "H"], "positions_angstrom": [[-6.895, 1.537, 2.708], [1.028, -6.527, -3.773], [-2.201, -1.956, 5.849], [-2.825, -1.618, 5.022], [-2.572, 6.150, 1.972], [0.226, 3.543, -1.931], [2.810, 0.200, 4.118], [-3.150, 4.701, 2.900], [4.352, -3.490, 5.165], [2.844, 3.561, 3.386], [-0.028, 5.635, 2.161], [-5.007, -2.381, -0.405], [3.480, 3.117, 1.443], [-3.341, -2.487, 4.612], [3.530, -1.696, 4.378], [-0.571, 0.514, 3.841], [-0.788, 0.961, -0.530], [1.860, -5.912, -4.115], [3.780, -0.273, 4.268], [-0.542, -3.318, 2.669], [-2.640, -0.328, -5.272], [-5.140, 1.278, 1.788], [-2.275, -5.372, 4.577], [1.610, 2.103, 4.632], [-1.539, -1.346, -1.268], [-2.066, -4.151, 2.199], [-4.643, 0.890, -5.869], [-1.711, 2.550, 2.720], [-4.119, -2.801, -1.927], [-0.987, -4.248, 2.317], [2.340, 5.582, -3.541], [-3.115, -1.645, 2.109], [0.055, -4.675, 0.668], [2.763, -6.489, -3.915], [-3.834, 2.456, 0.623], [0.281, -2.155, 0.114], [6.456, -1.517, 0.177], [3.015, 5.874, -2.737], [2.060, -3.391, 4.187], [0.863, 5.018, 2.045], [4.710, -3.057, 1.030], [-1.424, -0.998, -2.295], [-5.997, -4.556, -2.909], [-1.467, -2.424, -1.123], [-0.351, -4.471, -2.838], [-2.169, -0.850, 4.060], [3.581, 4.797, 3.373], [-0.598, -0.292, 5.332], [1.216, 3.407, -4.949], [-1.639, -0.595, -4.590], [-6.470, -4.028, -2.082], [5.523, -3.693, 1.742], [2.366, -1.153, -3.404], [-4.353, 1.239, 2.541], [-1.849, 1.209, -0.508], [-1.068, 4.818, 2.523], [-5.514, 1.648, -0.994], [-2.969, -0.894, -6.157], [-3.071, 2.650, -4.263], [2.205, 1.946, -3.427], [0.235, -3.554, -4.226], [4.632, 4.519, 3.294], [1.717, 0.964, -2.018], [-1.734, -0.165, 2.175], [2.354, -2.209, 4.021], [-3.461, 0.720, -5.028], [0.282, -1.076, 0.331], [-5.048, 0.250, 1.437], [-0.256, 6.157, 1.232], [4.152, 0.098, 5.223], [-5.418, 3.362, 0.943], [-6.145, -4.465, -1.137], [-7.054, -1.657, -2.411], [1.649, -1.493, 3.571], [3.166, 0.057, -3.266], [-4.593, -1.141, -1.615], [-0.364, 1.456, 0.344], [1.573, -0.944, -4.122], [1.842, 6.506, -3.835], [2.864, -2.095, -3.635], [2.071, 4.092, 5.089], [-4.889, -2.180, -1.470], [5.539, -2.419, 4.282], [-0.664, -0.528, -0.446], [-4.521, 0.515, -6.885], [6.798, -1.441, -0.855], [1.045, -0.501, 1.051], [1.887, -5.681, -5.180], [7.218, -2.126, 0.663], [-0.229, 3.520, -3.913], [-3.651, -1.098, 5.507], [3.164, 2.562, 2.326], [-4.917, 2.414, 0.746], [4.026, -0.867, -1.221], [-0.396, 1.418, -1.439], [3.943, -1.148, -0.171], [3.353, 5.429, 2.515], [-0.900, 3.502, 2.484], [4.642, -2.473, 4.899], [-7.549, -4.135, -1.972], [-1.269, 0.130, 4.584], [2.684, -4.360, -2.295], [1.630, 4.667, -0.895], [3.518, -5.076, -2.351], [0.512, -3.946, -3.248], [1.942, -1.291, -2.410], [1.767, -4.684, -3.262], [2.540, 1.220, -2.686], [-4.041, 1.573, -3.171], [-0.770, -5.405, 3.284], [2.511, -3.488, -1.455], [3.296, 5.414, 4.225], [-6.670, -0.629, -2.326], [0.567, -2.998, -2.712], [-2.337, 1.374, -3.393], [-2.386, 5.472, 2.806], [-0.710, -6.381, 2.801], [0.163, -5.258, 3.829], [0.344, 6.273, 2.963], [-3.254, 1.631, -3.923], [-8.162, -1.858, -2.784], [-2.329, 6.062, 3.721], [0.141, 3.207, 2.281], [4.827, -2.005, 5.865], [2.933, 5.442, -4.445], [2.140, 3.211, 4.433], [-6.149, -2.601, -2.081], [-2.378, -0.876, 2.715], [6.625, -0.493, 0.510], [0.174, 4.854, -5.005], [0.592, 4.080, -4.361], [4.018, 1.930, 2.569], [1.013, 4.313, -1.934], [2.326, 1.912, 2.075], [5.047, -1.972, 0.305], [-4.848, 1.959, -5.919], [1.283, 4.644, -3.222], [3.652, -3.364, 1.036], [3.334, 1.703, -2.117], [4.060, -0.217, 0.383], [4.494, 0.005, 3.492], [-2.487, -1.008, -0.850], [4.794, 1.086, -4.431], [4.252, 0.092, -3.968], [2.943, -1.523, 0.047], [-1.805, 0.941, 5.078], [4.545, -0.947, -4.183], [-5.457, 0.448, -5.294]]}

***

Number 2 is which compound? C37H85Br4N11O11